Arrangement i

ORCA calculation (ωB97M-V/def2-TZVPD) on a 2-piece molecular cluster, C7H16NO overall.

Output
Highest occupied orbital energy   -0.4342 Ha
Charge   +1
Gap between HOMO and LUMO   0.315 hartree

Atoms and positions in Å:
C: -1.51 -0.18 -2.37
C: -0.76 0.92 -1.66
C: -0.35 0.52 -0.27
C: -0.87 1.14 0.80
C: -0.30 1.04 2.16
C: 0.91 0.53 2.43
C: 1.38 0.37 3.85
N: -0.98 -1.61 -2.11
H: -1.46 -0.11 -3.46
H: -2.55 -0.22 -2.05
H: -1.45 1.76 -1.55
H: 0.05 1.25 -2.31
H: 0.40 -0.26 -0.23
H: -1.59 1.96 0.72
H: -0.85 1.53 2.96
H: 1.46 -0.02 1.69
H: 1.23 -0.69 4.11
H: 0.84 1.02 4.53
H: 2.45 0.52 4.00
H: -1.08 -1.73 -1.10
H: -0.01 -1.80 -2.39
H: -1.55 -2.16 -2.74
H: 2.45 -2.07 -1.48
H: 2.13 -0.39 -1.63
O: 1.97 -1.33 -1.88



Arrangement ii

ORCA calculation (ωB97M-V/def2-TZVPD) on an isolated ion of composition C7H16NO and charge +1.

Output
Highest occupied orbital energy   -0.4799 Ha
Charge   +1
Gap between HOMO and LUMO   0.385 hartree
SMILES   C=CO[C@H](C)[N+](C)(C)C

Atoms and positions in Å:
C: 3.73 -0.42 0.31
C: 2.63 0.00 -0.32
O: 1.36 -0.16 0.30
C: 0.33 0.45 -0.40
C: 0.15 1.93 -0.17
N: -0.88 -0.37 -0.01
C: -0.82 -0.46 1.48
C: -2.12 0.29 -0.40
C: -0.77 -1.71 -0.51
H: 4.65 -0.07 -0.19
H: 3.73 -0.53 1.38
H: 2.64 0.30 -1.37
H: 0.65 0.33 -1.53
H: -0.43 2.24 0.64
H: -0.49 2.37 -0.95
H: 1.18 2.34 -0.13
H: -1.06 0.48 1.83
H: -1.57 -1.05 1.91
H: 0.16 -0.87 1.86
H: -2.05 1.31 -0.07
H: -2.15 0.07 -1.49
H: -2.90 -0.20 0.16
H: -0.67 -1.75 -1.61
H: 0.10 -2.30 -0.03
H: -1.64 -2.29 -0.13



Sorted by energy, starting with the most stable: arrangement i, arrangement ii.



Arrangement i

ORCA calculation (ωB97M-V/def2-TZVPD) on C2H2Cl2O2 as an isolated structure.

Output
Highest occupied orbital energy (alpha / beta)   -0.3776 / -0.3314 Ha
Gap between HOMO and LUMO (alpha / beta)   0.341 / 0.296 hartree

Atoms and positions in Å:
C: 0.18 -0.34 -0.11
C: 0.95 -0.38 -1.36
O: 0.27 -1.55 0.55
O: 1.42 -2.22 0.53
Cl: 1.50 -1.92 -1.70
Cl: 2.22 0.85 -1.66
H: 0.44 0.44 0.54
H: -0.78 -0.12 -0.32



Arrangement ii

ORCA calculation (ωB97M-V/def2-TZVPD) on one molecule with the formula C2H2Cl2O2.

Output
Highest occupied orbital energy   -0.3879 Ha
Gap between HOMO and LUMO   0.401 hartree
SMILES   O=C(Cl)OCCl

Atoms and positions in Å:
O: -1.19 -0.05 1.48
C: -1.46 0.10 0.36
Cl: -2.82 0.29 -0.52
O: -0.16 0.16 -0.77
C: 1.07 0.07 -0.23
Cl: 1.71 -1.62 -0.32
H: 1.75 0.69 -0.83
H: 1.10 0.35 0.83



Sorted by energy, starting with the most stable: arrangement ii, arrangement i.



Arrangement i

ORCA calculation (ωB97M-V/def2-TZVPD) on one molecule with the formula C4H5ClN2O.

Output
Highest occupied orbital energy   -0.3128 Ha
Gap between HOMO and LUMO   0.338 hartree
SMILES   Cn1ncc(O)c1Cl

Atoms and positions in Å:
C: 1.17 -1.77 0.07
N: 0.49 -0.53 0.08
N: 1.19 0.64 0.03
C: 0.34 1.62 0.00
C: -0.98 1.10 0.08
O: -2.12 1.81 0.11
C: -0.84 -0.28 -0.01
Cl: -1.86 -1.62 0.01
H: 0.89 -2.33 -0.82
H: 2.15 -1.65 -0.12
H: 0.94 -2.16 1.10
H: 0.79 2.56 -0.08
H: -2.16 2.62 -0.46



Arrangement ii

ORCA calculation (ωB97M-V/def2-TZVPD) on one molecule with the formula C4H5ClN2O.

Output
Highest occupied orbital energy   -0.3763 Ha
Gap between HOMO and LUMO   0.323 hartree
SMILES   C[C@@H](Cl)[C@@H](C#N)N=O

Atoms and positions in Å:
C: -0.07 0.39 -0.65
C: 0.85 -0.54 0.15
Cl: 1.82 0.39 1.38
C: 0.05 -1.66 0.83
C: -0.65 -0.93 2.21
N: -1.16 -0.44 3.09
N: -1.13 -2.26 0.19
O: -1.59 -1.67 -0.81
H: -1.06 0.65 -0.09
H: -0.22 0.11 -1.79
H: 0.39 1.37 -0.80
H: 1.58 -0.84 -0.61
H: 0.66 -2.35 1.26



Sorted by energy, starting with the most stable: arrangement i, arrangement ii.



Arrangement i

ORCA calculation (ωB97M-V/def2-TZVPD) on a 2-piece molecular cluster, C11H12NO2 overall.

Output
Highest occupied orbital energy   -0.1674 Ha
Charge   -1
Gap between HOMO and LUMO   0.291 hartree

Atoms and positions in Å:
C: -2.71 2.58 -0.15
C: -2.06 2.84 1.31
O: -0.83 2.75 1.23
O: -2.74 3.23 2.21
H: -3.73 2.64 0.05
H: -2.26 1.72 -0.57
H: -2.45 3.44 -0.74
C: -1.27 -2.78 -0.34
C: -1.04 -0.53 0.63
C: 1.21 -0.04 0.46
C: -0.49 -1.61 0.03
C: 0.89 -1.24 -0.35
C: 2.50 0.57 0.42
C: 3.40 -0.12 -0.31
C: 1.92 -1.90 -1.11
C: 3.21 -1.22 -1.12
N: 0.03 0.42 0.95
H: -0.23 1.46 1.08
H: -2.04 -0.16 0.74
H: 2.66 1.52 0.86
H: -0.58 -3.39 -1.19
H: -2.21 -2.47 -0.83
H: 4.52 0.17 -0.24
H: 1.70 -2.81 -1.68
H: 4.04 -1.67 -1.87
H: -1.45 -3.38 0.54



Arrangement ii

ORCA calculation (ωB97M-V/def2-TZVPD) on a 2-piece molecular cluster, C11H12NO2 overall.

Output
Highest occupied orbital energy   -0.1704 Ha
Charge   -1
Gap between HOMO and LUMO   0.294 hartree

Atoms and positions in Å:
C: -0.65 -0.99 -3.54
C: -1.31 -0.08 -1.31
C: 0.66 -0.06 -0.25
C: -0.40 -0.61 -2.14
C: 0.86 -0.60 -1.53
C: 1.80 0.44 0.59
C: 3.07 0.22 0.05
C: 2.09 -0.86 -1.97
C: 3.23 -0.60 -1.20
N: -0.70 0.18 -0.03
H: -1.21 0.51 0.83
H: -2.43 -0.12 -1.49
H: 1.40 1.14 1.42
H: -1.07 -0.05 -4.12
H: -1.29 -1.78 -3.56
H: 3.80 0.97 0.46
H: 2.17 -1.53 -2.75
H: 4.32 -0.94 -1.62
H: 0.15 -1.45 -4.13
C: -2.34 0.79 4.40
C: -1.82 1.03 2.98
O: -2.57 0.67 2.06
O: -0.66 1.42 2.81
H: -1.35 0.58 5.00
H: -3.10 0.01 4.30
H: -2.65 1.69 4.73



Sorted by energy, starting with the most stable: arrangement i, arrangement ii.



Arrangement i

ORCA calculation (ωB97M-V/def2-TZVPD) on a 2-piece molecular cluster, C4H11S2 overall.

Output
Highest occupied orbital energy   -0.0924 Ha
Charge   -1
Gap between HOMO and LUMO   0.214 hartree

Atoms and positions in Å:
C: -1.74 -0.87 0.18
S: -3.23 0.16 0.24
C: -2.38 1.76 0.45
H: -1.16 -0.74 1.08
H: -1.18 -0.61 -0.68
H: -2.12 -1.87 -0.01
H: -1.75 1.87 -0.43
H: -3.04 2.60 0.61
H: -1.72 1.63 1.31
C: 3.07 -0.65 -0.43
C: 1.56 -0.48 -0.23
S: 1.03 1.24 -0.53
H: 3.55 -0.12 0.40
H: 3.38 -0.18 -1.37
H: 3.42 -1.69 -0.51
H: 1.34 -0.87 0.77
H: 0.98 -1.16 -0.86



Arrangement ii

ORCA calculation (ωB97M-V/def2-TZVPD) on a 2-piece molecular cluster, C4H11S2 overall.

Output
Highest occupied orbital energy   -0.0902 Ha
Charge   -1
Gap between HOMO and LUMO   0.209 hartree

Atoms and positions in Å:
C: 3.11 -1.90 -0.34
S: 1.64 -2.22 -1.49
C: 0.96 -0.51 -1.43
H: 2.85 -1.04 0.26
H: 3.35 -2.82 0.24
H: 3.97 -1.71 -1.07
H: 1.73 0.15 -1.72
H: 0.82 -0.35 -0.35
H: -0.02 -0.54 -1.98
C: -2.78 0.69 1.27
C: -1.98 2.08 0.74
S: -0.16 1.77 0.50
H: -2.05 -0.02 1.65
H: -3.42 1.05 2.02
H: -3.28 0.23 0.36
H: -2.64 2.26 -0.16
H: -2.10 2.87 1.49



Sorted by energy, starting with the most stable: arrangement i, arrangement ii.



Arrangement i

ORCA calculation (ωB97M-V/def2-TZVPD) on a 12-piece molecular cluster, H24O12 overall.

Output
Highest occupied orbital energy (alpha / beta)   -0.5236 / -0.5179 Ha
Spin multiplicity   2
Charge   +1
Gap between HOMO and LUMO (alpha / beta)   0.405 / 0.129 hartree

Atoms and positions in Å:
O: 9.78 -2.65 -5.78
H: 10.26 -2.88 -4.99
H: 8.86 -2.67 -5.52
O: 11.97 -1.87 -7.25
H: 11.41 -1.98 -8.01
H: 11.43 -2.16 -6.51
O: 11.63 -2.87 -3.79
H: 11.36 -3.53 -3.15
H: 11.79 -2.08 -3.28
O: 7.06 -4.56 -4.49
H: 7.56 -3.86 -4.06
H: 7.73 -5.16 -4.82
O: 9.73 0.53 -4.06
H: 9.71 -0.42 -4.01
H: 10.54 0.73 -4.52
O: 9.95 -4.44 -2.78
H: 10.42 -5.03 -2.20
H: 9.76 -4.96 -3.56
O: 6.07 -2.26 -7.18
H: 5.97 -2.31 -6.23
H: 5.23 -1.91 -7.49
O: 8.22 -2.35 -3.08
H: 8.83 -2.93 -2.63
H: 8.00 -1.68 -2.44
O: 5.78 -2.06 -4.46
H: 6.69 -2.09 -4.15
H: 5.34 -2.77 -3.99
O: 12.38 -5.53 -4.46
H: 12.39 -5.46 -5.42
H: 11.98 -4.70 -4.17
O: 8.09 -0.65 -7.73
H: 7.47 -1.37 -7.86
H: 8.91 -1.08 -7.50
O: 9.55 -5.79 -5.08
H: 10.06 -6.50 -4.68
H: 9.47 -6.04 -6.00



Arrangement ii

ORCA calculation (ωB97M-V/def2-TZVPD) on a 12-piece molecular cluster, H24O12 overall.

Output
Highest occupied orbital energy (alpha / beta)   -0.4885 / -0.4884 Ha
Spin multiplicity   2
Charge   +1
Gap between HOMO and LUMO (alpha / beta)   0.361 / 0.122 hartree

Atoms and positions in Å:
O: -15.44 0.01 14.43
H: -15.19 0.16 13.52
H: -15.26 0.84 14.87
O: -13.20 1.48 13.45
H: -12.31 1.64 13.76
H: -13.72 2.19 13.82
O: -11.21 1.47 11.39
H: -11.92 0.87 11.18
H: -10.53 0.91 11.78
O: -14.14 -2.80 9.06
H: -15.03 -2.99 9.35
H: -13.60 -3.48 9.47
O: -14.31 -2.71 12.79
H: -14.54 -3.48 13.30
H: -15.16 -2.31 12.57
O: -10.70 -2.86 12.97
H: -10.05 -2.16 12.96
H: -11.51 -2.44 13.24
O: -13.23 -0.43 10.94
H: -13.75 0.32 11.23
H: -13.54 -1.16 11.47
O: -12.46 -1.09 14.79
H: -13.27 -1.07 14.29
H: -12.67 -1.64 15.55
O: -12.18 2.20 8.70
H: -12.99 1.70 8.77
H: -12.08 2.37 7.76
O: -14.81 0.34 8.66
H: -14.69 -0.42 9.24
H: -15.70 0.63 8.83
O: -13.16 3.20 11.10
H: -13.99 3.69 11.07
H: -13.35 2.44 11.65
O: -15.60 0.90 11.56
H: -15.99 0.11 11.18
H: -16.35 1.39 11.90



Sorted by energy, starting with the most stable: arrangement i, arrangement ii.